Record 1
ORCA calculation (wB97M-V/def2-TZVPD) on a molecular structure, C37H79BrFIO25S6 at a distorted geometry.

XYZ file:
```
150
C37H79BrFIO25S6 (wB97M-V/def2-TZVPD)
C -0.891 6.108 6.774
C -0.825 4.869 5.714
O 0.418 4.952 4.978
C 1.029 3.662 4.775
C 0.786 3.077 3.268
O 0.564 1.678 3.403
C -0.106 1.035 2.244
C 0.324 1.786 0.910
C -0.002 1.030 -0.487
C -0.346 2.211 -1.564
O 0.706 3.237 -1.453
C 0.280 4.454 -2.051
C -0.995 5.296 -1.558
O 0.947 4.891 -3.027
C -1.667 1.143 2.634
C -2.701 1.277 1.423
O -3.254 0.030 0.940
C -3.764 0.153 -0.412
O -5.079 0.721 -0.499
C -5.064 2.143 -0.748
C -4.537 2.579 -2.195
O -5.535 3.212 -3.031
C -2.210 0.045 3.673
C -3.509 0.725 4.397
C -3.174 0.975 5.968
F -4.652 -0.158 4.382
O -1.312 -0.304 4.757
S 0.160 -0.939 4.184
O 1.168 -0.561 5.218
O -0.020 -2.453 4.224
C 0.518 -0.470 2.423
I -0.579 -2.006 1.257
C 2.048 -0.610 1.927
Br 2.139 -1.768 0.259
C 3.063 -1.349 2.926
C 4.469 -1.653 2.168
H 0.171 6.292 7.170
H -1.323 6.995 6.204
H -1.602 5.801 7.631
H -1.701 4.987 4.970
H -0.953 3.925 6.339
H 2.161 3.770 4.900
H 0.689 2.846 5.496
H -0.139 3.659 2.886
H 1.741 3.356 2.689
H 1.448 2.033 0.837
H -0.325 2.741 0.831
H 0.910 0.512 -0.946
H -0.943 0.392 -0.463
H -1.391 2.631 -1.364
H -0.221 1.751 -2.604
H -0.862 6.420 -1.660
H -1.231 5.084 -0.448
H -1.929 4.961 -2.151
H -1.771 2.147 3.205
H -2.354 1.912 0.541
H -3.608 1.858 1.857
H -3.861 -0.933 -0.792
H -2.976 0.646 -1.077
H -4.515 2.766 0.037
H -6.167 2.486 -0.695
H -3.706 3.370 -2.015
H -4.033 1.737 -2.785
H -5.036 3.461 -3.850
H -2.602 -0.917 3.206
H -3.752 1.759 3.983
H -4.040 1.578 6.443
H -3.096 0.004 6.560
H -2.249 1.656 6.092
H 2.553 0.366 1.609
H 3.327 -0.579 3.746
H 2.637 -2.257 3.464
H 5.310 -1.493 2.939
H 4.474 -2.722 1.758
H 4.681 -0.879 1.338
O -5.683 2.891 -6.416
S -4.719 2.143 -7.181
O -3.401 2.651 -7.452
O -5.397 1.682 -8.574
C -5.968 2.683 -9.417
C -4.902 3.468 -10.158
C -4.556 0.530 -6.469
H -6.620 3.346 -8.841
H -6.598 2.163 -10.144
H -4.304 4.068 -9.468
H -5.356 4.144 -10.886
H -4.216 2.794 -10.677
H -5.549 0.117 -6.297
H -4.024 0.636 -5.523
H -3.983 -0.100 -7.149
O 6.573 -2.667 -0.005
S 7.258 -2.678 -1.271
O 6.689 -3.295 -2.439
O 8.755 -3.253 -1.054
C 8.910 -4.532 -0.442
C 8.581 -5.658 -1.404
C 7.716 -1.019 -1.686
H 8.306 -4.600 0.468
H 9.958 -4.614 -0.141
H 7.520 -5.659 -1.663
H 8.821 -6.628 -0.961
H 9.141 -5.545 -2.336
H 8.186 -0.554 -0.821
H 6.806 -0.481 -1.955
H 8.398 -1.044 -2.536
O 12.227 -3.556 -4.414
S 12.112 -2.124 -4.354
O 10.946 -1.476 -3.814
O 12.417 -1.510 -5.819
C 11.652 -1.983 -6.928
C 10.253 -1.396 -6.936
C 13.540 -1.470 -3.537
H 11.622 -3.077 -6.937
H 12.177 -1.667 -7.833
H 9.668 -1.758 -6.088
H 9.724 -1.671 -7.852
H 10.292 -0.306 -6.861
H 14.433 -1.923 -3.968
H 13.463 -1.722 -2.480
H 13.553 -0.388 -3.662
O -10.065 3.605 0.960
S -10.576 2.319 0.565
O -11.875 1.856 0.977
O -9.480 1.184 0.921
C -9.007 1.092 2.266
C -10.029 0.436 3.176
C -10.472 2.182 -1.197
H -8.717 2.077 2.641
H -8.104 0.477 2.242
H -10.914 1.065 3.291
H -9.607 0.264 4.169
H -10.361 -0.517 2.759
H -9.478 2.491 -1.519
H -11.228 2.840 -1.627
H -10.672 1.150 -1.483
O -1.231 -8.704 2.750
S -1.080 -8.326 4.130
O -2.128 -7.659 4.855
O 0.288 -7.481 4.296
C 0.476 -6.321 3.481
C -0.346 -5.146 3.975
C -0.576 -9.746 5.060
H 0.255 -6.547 2.433
H 1.537 -6.063 3.538
H -1.416 -5.335 3.854
H -0.103 -4.245 3.424
H -0.168 -4.970 5.038
H 0.246 -10.236 4.540
H -1.431 -10.419 5.130
H -0.273 -9.426 6.056
```

Calculated values
* orbital gap: 7.678 eV
* lowest unoccupied orbital energy: -0.69 eV

Record 2
ORCA calculation (wB97M-V/def2-TZVPD) on a single C20H13F3N4O2 molecule at a distorted geometry.

XYZ file:
```
42
C20H13F3N4O2 (wB97M-V/def2-TZVPD)
O -1.154 -3.977 -2.465
C -0.296 -3.490 -1.777
N 1.006 -3.839 -1.841
C 1.791 -3.410 -0.865
C 1.445 -2.508 0.249
C 0.186 -1.895 0.236
C -0.227 -0.942 1.285
N 0.809 -0.327 2.018
C 0.784 1.027 2.320
N 0.449 1.336 3.522
C 0.257 2.708 3.813
O -0.324 3.023 4.816
C 0.762 3.673 2.870
F 0.846 5.006 3.217
C 1.159 3.230 1.611
N 1.099 1.882 1.263
C 1.560 1.353 -0.024
C 0.507 1.209 -1.097
C -0.907 1.507 -0.966
C -1.791 1.515 -1.994
F -3.084 1.702 -1.632
C -1.345 1.033 -3.193
C -0.029 0.639 -3.460
F 0.317 0.214 -4.701
C 0.976 0.751 -2.440
C -1.571 -0.917 1.592
C -2.485 -1.780 0.813
C -2.079 -2.396 -0.330
C -0.694 -2.285 -0.884
H 2.815 -3.573 -0.886
H 2.224 -2.332 0.989
H 1.145 -0.883 2.802
H 1.587 3.915 0.916
H 2.297 2.036 -0.384
H 2.171 0.440 -0.007
H -1.272 1.836 -0.047
H -2.132 0.783 -3.852
H 1.959 0.404 -2.712
H -1.955 -0.249 2.357
H -3.468 -1.974 1.127
H -2.687 -3.055 -0.867
H -0.649 -1.390 -1.394
```

Calculated values
* orbital gap: 7.470 eV
* lowest unoccupied orbital energy: -1.40 eV
* structure (SMILES): O=C1N=CC=C2C(Nc3nc(=O)c(F)cn3Cc3cc(F)cc(F)c3)=CC=C[C@H]12

Record 3
ORCA calculation (wB97M-V/def2-TZVPD) on a molecular structure, C31H46N2O6P2V at a distorted geometry.

XYZ file:
```
88
C31H46N2O6P2V (wB97M-V/def2-TZVPD)
V -0.835 -0.514 -0.584
C -2.846 -1.067 0.047
C -2.678 -1.237 -1.371
C -1.093 -2.576 -0.290
C -1.847 -1.861 0.717
C -1.628 -2.203 -1.578
C -3.927 -0.328 0.746
H -4.572 0.236 0.053
H -3.500 0.375 1.475
H -4.568 -1.030 1.311
C -1.630 -1.896 2.188
H -0.953 -1.078 2.486
H -1.168 -2.854 2.479
H -2.588 -1.753 2.713
C 0.004 -3.553 -0.058
H -0.368 -4.589 -0.052
H 0.501 -3.383 0.906
H 0.756 -3.486 -0.860
C -1.198 -2.735 -2.893
H -1.808 -3.605 -3.169
H -0.155 -3.060 -2.846
H -1.305 -1.992 -3.693
C -3.507 -0.646 -2.460
H -4.221 -1.391 -2.840
H -2.872 -0.333 -3.302
H -4.073 0.231 -2.121
C -0.015 1.003 0.991
C -1.170 1.598 0.482
C -1.374 2.278 -0.824
C -0.196 2.173 -1.821
C 0.168 0.778 -2.226
C 1.131 -0.072 -1.661
C 1.937 0.152 -0.419
C 1.409 1.222 0.568
H -1.595 3.343 -0.614
H 0.663 2.729 -1.414
H -2.295 1.892 -1.291
H 1.556 2.245 0.179
H -0.131 0.618 2.014
H -1.969 1.797 1.211
H 2.041 1.185 1.476
H 2.002 -0.805 0.136
H 1.495 -0.898 -2.294
H 2.982 0.419 -0.683
H -0.507 2.722 -2.728
H -0.177 0.490 -3.230
P 4.609 1.985 -1.499
P 6.187 -0.209 -2.826
C 6.316 2.492 -2.112
C 7.210 1.261 -2.265
H 6.737 3.209 -1.392
H 6.189 3.003 -3.079
H 8.026 1.429 -2.986
H 7.651 0.978 -1.296
C 7.618 -1.365 -2.859
H 7.269 -2.339 -3.222
H 7.982 -1.492 -1.831
H 8.437 -0.999 -3.495
C 6.157 0.216 -4.629
H 7.127 0.604 -4.976
H 5.368 0.955 -4.821
H 5.905 -0.704 -5.175
C 4.877 2.361 0.284
H 3.927 2.256 0.825
H 5.266 3.380 0.405
H 5.593 1.641 0.700
C 3.704 3.478 -2.067
H 3.702 3.479 -3.165
H 4.173 4.401 -1.699
H 2.664 3.421 -1.721
O -2.914 1.659 5.624
C -3.064 1.114 4.518
O -2.470 1.164 3.424
C -4.287 0.192 4.577
C -4.204 -1.096 5.095
C -5.357 -1.911 5.112
C -6.586 -1.437 4.640
C -6.609 -0.177 4.031
C -5.484 0.669 4.065
N -7.686 0.173 3.128
O -8.700 -0.550 3.100
O -7.522 1.174 2.398
N -5.188 -3.314 5.436
O -4.024 -3.729 5.630
O -6.199 -4.046 5.488
H -3.259 -1.486 5.469
H -7.477 -2.053 4.667
H -5.537 1.672 3.642
```

Calculated values
* orbital gap (alpha / beta): 4.077 / 4.198 eV
* net charge: +1
* 2S+1: 3
* lowest unoccupied orbital energy (alpha / beta): -5.81 / -5.69 eV
* expectation value of S²: 2.04

Record 4
ORCA calculation (wB97M-V/def2-TZVPD) on a gas-phase ion, C4H6N3O2 (charge +1) at a distorted geometry.

XYZ file:
```
15
C4H6N3O2 (wB97M-V/def2-TZVPD)
C 1.064 0.482 1.448
N 0.347 -0.139 0.404
N 0.303 -1.420 0.246
C -0.382 -1.755 -0.821
C -0.956 -0.587 -1.362
C -0.425 0.441 -0.564
N -0.599 1.892 -0.705
O -1.286 2.143 -1.661
O -0.036 2.583 0.120
H 0.287 0.661 2.154
H 1.727 -0.224 1.887
H 1.306 1.499 1.128
H 0.988 -2.074 0.607
H -0.612 -2.797 -0.800
H -1.727 -0.706 -2.081
```

Calculated values
* orbital gap: 10.212 eV
* net charge: +1
* lowest unoccupied orbital energy: -5.34 eV
* structure (SMILES): C[n+]1[nH]ccc1[N+](=O)[O-]

Repeat the second record exactly.
ORCA calculation (wB97M-V/def2-TZVPD) on a single C20H13F3N4O2 molecule at a distorted geometry.

XYZ file:
```
42
C20H13F3N4O2 (wB97M-V/def2-TZVPD)
O -1.154 -3.977 -2.465
C -0.296 -3.490 -1.777
N 1.006 -3.839 -1.841
C 1.791 -3.410 -0.865
C 1.445 -2.508 0.249
C 0.186 -1.895 0.236
C -0.227 -0.942 1.285
N 0.809 -0.327 2.018
C 0.784 1.027 2.320
N 0.449 1.336 3.522
C 0.257 2.708 3.813
O -0.324 3.023 4.816
C 0.762 3.673 2.870
F 0.846 5.006 3.217
C 1.159 3.230 1.611
N 1.099 1.882 1.263
C 1.560 1.353 -0.024
C 0.507 1.209 -1.097
C -0.907 1.507 -0.966
C -1.791 1.515 -1.994
F -3.084 1.702 -1.632
C -1.345 1.033 -3.193
C -0.029 0.639 -3.460
F 0.317 0.214 -4.701
C 0.976 0.751 -2.440
C -1.571 -0.917 1.592
C -2.485 -1.780 0.813
C -2.079 -2.396 -0.330
C -0.694 -2.285 -0.884
H 2.815 -3.573 -0.886
H 2.224 -2.332 0.989
H 1.145 -0.883 2.802
H 1.587 3.915 0.916
H 2.297 2.036 -0.384
H 2.171 0.440 -0.007
H -1.272 1.836 -0.047
H -2.132 0.783 -3.852
H 1.959 0.404 -2.712
H -1.955 -0.249 2.357
H -3.468 -1.974 1.127
H -2.687 -3.055 -0.867
H -0.649 -1.390 -1.394
```

Calculated values
* orbital gap: 7.470 eV
* lowest unoccupied orbital energy: -1.40 eV
* structure (SMILES): O=C1N=CC=C2C(Nc3nc(=O)c(F)cn3Cc3cc(F)cc(F)c3)=CC=C[C@H]12

Number 3 is which compound?
C31H46N2O6P2V